(1)
The following is a quantum chemistry calculation of C7H18HgN6S as an isolated structure, from the Open Molecules 2025 dataset.

Properties
- calculated total energy (eV) = -31494.3299
- frontier orbital gap (spin up / spin down) (eV) = 8.5 / 7.3
- HOMO (spin up / spin down) (eV) = -11.18 / -12.45
- <S²> = 0.75
- total charge = +1
- spin multiplicity = 2

Each line ends with the Mulliken spin population.
Atoms and positions in Å:
Hg  0.866  -2.281  -2.478  0.74
S  2.354  -0.145  -2.064  0.15
N  3.219  0.842  0.285  0.00
N  -1.116  0.275  -1.932  0.00
N  1.314  -2.040  0.383  0.03
N  2.084  -0.906  0.608  0.00
N  3.220  0.664  1.640  0.00
N  -1.293  -1.133  -2.039  0.07
C  -1.388  2.382  -0.854  0.00
C  -1.382  0.324  0.554  0.00
C  -1.803  0.917  -0.800  0.01
C  2.538  -0.088  -0.381  0.01
C  2.527  -0.407  1.829  0.00
C  2.225  -1.035  3.135  0.00
C  -3.311  0.784  -0.989  0.00
H  -0.299  0.415  0.686  0.00
H  -1.857  2.940  -0.044  0.00
H  -1.682  -0.726  0.658  0.00
H  -3.837  1.314  -0.195  0.00
H  3.711  1.621  -0.124  0.00
H  -0.304  2.487  -0.750  0.00
H  0.442  -1.957  0.895  0.00
H  -3.635  -0.259  -0.954  0.00
H  2.687  -0.439  3.918  0.00
H  2.623  -2.049  3.186  0.00
H  -0.116  0.450  -1.884  0.01
H  -1.985  -1.350  -2.747  -0.01
H  -1.612  -1.546  -1.166  -0.01
H  1.821  -2.866  0.682  0.00
H  -3.611  1.209  -1.947  0.00
H  1.149  -1.076  3.314  0.00
H  -1.687  2.826  -1.803  0.00
H  -1.863  0.855  1.376  0.00

=====

(2)
The following is a quantum chemistry calculation of a 5-piece molecular cluster, CH12O4 overall, from the Open Molecules 2025 dataset.

Properties
- calculated total energy (eV) = -9421.8107
- frontier orbital gap (eV) = 11.6
- HOMO (eV) = -11.00
- SMILES = C.O.O.O.O

Each line ends with the Löwdin charge.
Atoms and positions in Å:
O  -2.381  -0.374  -1.668  -0.06
O  -0.958  1.297  0.453  -0.06
O  -0.225  1.202  3.239  -0.08
O  -0.959  -1.731  1.612  -0.06
C  2.749  -0.114  -2.041  -0.05
H  -1.765  0.764  0.453  0.04
H  2.369  0.264  -2.986  0.01
H  3.831  -0.083  -2.132  0.01
H  -1.169  2.041  -0.121  0.05
H  2.452  0.517  -1.209  0.01
H  -3.266  -0.673  -1.928  0.04
H  -0.522  1.405  2.337  -0.01
H  -0.301  -1.218  2.108  0.03
H  0.627  1.658  3.313  0.04
H  2.379  -1.127  -1.914  0.01
H  -1.936  -1.218  -1.514  0.04
H  -0.925  -2.611  1.999  0.03

=====

(3)
The following is a quantum chemistry calculation of C4H9BrO2S as an isolated structure in a non-equilibrium geometry, from the Open Molecules 2025 dataset.

Properties
- calculated total energy (eV) = -89264.4784
- frontier orbital gap (eV) = 10.1
- HOMO (eV) = -9.64

Each line ends with the Löwdin charge.
Atoms and positions in Å:
Br  -2.454  1.852  -0.214  0.81
S  -1.100  -0.032  -2.132  0.57
O  -0.099  0.905  -2.595  -0.35
O  -2.367  0.019  -2.781  -0.37
C  -0.513  -1.799  -2.201  -0.13
C  -1.231  0.418  -0.081  -0.72
C  0.150  0.829  0.231  -0.34
C  0.183  1.774  1.501  -0.09
H  -1.734  -0.503  0.320  0.10
H  0.631  -0.179  0.167  0.12
H  -0.391  -2.106  -3.298  0.10
H  -0.178  1.209  2.341  0.07
H  0.602  1.495  -0.465  0.09
H  -1.260  -2.398  -1.634  0.07
H  0.351  -1.619  -1.565  0.03
H  -0.452  2.526  1.247  -0.02
H  1.187  2.029  1.782  0.07

=====

(4)
The following is a quantum chemistry calculation of C24H47INO14S6 as an isolated structure in a non-equilibrium geometry, from the Open Molecules 2025 dataset.

Properties
- calculated total energy (eV) = -128917.1028
- frontier orbital gap (eV) = 7.3
- HOMO (eV) = -5.87
- total charge = -1

Each line ends with the Löwdin charge.
Atoms and positions in Å:
I  2.697  -3.147  -4.841  0.64
S  4.686  -3.891  -3.620  0.10
S  -1.750  -0.242  2.319  0.68
S  3.115  -4.141  -1.380  0.43
S  0.651  4.073  -1.290  0.66
S  -0.031  -1.538  8.250  0.66
S  -3.706  -0.658  -6.889  0.66
O  -0.764  3.896  -1.468  -0.30
O  -3.714  -1.376  -8.139  -0.33
O  5.722  -3.008  -4.032  -0.42
O  3.357  -4.538  -0.030  -0.33
O  0.783  -2.231  7.288  -0.31
O  0.357  1.846  -4.204  0.13
O  -3.956  -1.325  -5.637  -0.32
O  1.532  2.954  -1.065  -0.33
O  0.086  -0.299  -4.029  -0.04
O  -1.346  -1.048  7.918  -0.33
O  2.381  -5.138  -2.104  -0.37
O  4.902  -5.234  -4.032  -0.39
O  -0.929  -0.934  1.360  -0.31
O  -3.062  0.246  1.980  -0.32
N  4.537  -3.702  -2.026  -0.35
C  1.585  6.503  -0.706  -0.22
C  -0.471  -3.457  -2.273  -0.20
C  1.281  5.051  -2.646  -0.22
C  -1.851  -1.236  3.802  -0.22
C  -0.605  0.733  4.522  -0.21
C  -2.193  0.299  -6.749  -0.21
C  -0.378  -3.084  -0.792  -0.18
C  -4.044  1.888  -6.355  -0.22
C  2.158  -2.622  -1.270  -0.29
C  1.131  6.493  -2.172  -0.22
C  -2.604  1.770  -6.867  -0.21
C  1.119  -0.563  10.450  -0.22
C  0.939  -0.207  8.969  -0.22
C  -4.813  0.745  -7.010  -0.24
C  1.029  -2.695  -0.253  -0.20
C  -0.783  1.090  3.040  -0.22
C  -0.394  -0.932  -2.814  -0.15
C  0.918  5.309  -0.011  -0.22
C  1.068  -2.092  10.564  -0.22
C  2.095  0.790  -3.085  0.04
C  -0.133  -2.532  9.733  -0.23
C  0.775  0.834  -3.799  -0.57
C  -0.947  -2.305  -3.180  -0.15
C  -0.653  -0.796  4.636  -0.22
H  1.719  7.177  -2.783  0.11
H  -4.985  0.939  -8.069  0.10
H  -0.054  5.574  0.401  0.10
H  -2.564  2.082  -7.914  0.11
H  -0.710  -3.947  -0.228  0.10
H  -1.115  -2.322  -0.582  0.08
H  -1.511  0.002  -7.540  0.11
H  2.671  6.395  -0.662  0.12
H  0.084  6.799  -2.236  0.12
H  1.547  4.884  0.767  0.10
H  -4.484  2.855  -6.598  0.11
H  -1.829  -2.290  3.536  0.11
H  -4.060  1.773  -5.269  0.12
H  1.330  7.438  -0.209  0.11
H  0.414  -3.936  -2.672  0.06
H  -5.753  0.511  -6.515  0.10
H  -1.922  2.409  -6.308  0.11
H  -1.748  0.090  -5.776  0.09
H  -1.213  -0.309  -2.466  0.13
H  0.329  1.138  4.912  0.11
H  2.104  1.654  -2.434  0.04
H  2.054  -0.160  10.838  0.11
H  0.977  -2.418  11.599  0.11
H  0.171  1.128  2.517  0.10
H  0.307  -0.127  11.035  0.12
H  -0.792  -2.546  -4.223  0.11
H  -1.317  2.028  2.904  0.10
H  1.892  -0.170  8.444  0.11
H  1.983  -2.524  10.154  0.12
H  -1.252  -4.207  -2.355  0.11
H  0.716  4.824  -3.547  0.11
H  2.878  0.809  -3.827  0.10
H  2.877  -1.895  -0.910  0.10
H  -0.745  -1.120  5.670  0.06
H  -2.020  -2.253  -3.039  0.10
H  -1.420  1.167  5.107  0.12
H  -1.071  -2.286  10.231  0.11
H  1.301  -3.341  0.567  0.10
H  2.329  4.787  -2.785  0.11
H  -0.115  -3.586  9.467  0.11
H  0.406  0.731  8.836  0.10
H  -2.790  -0.992  4.299  0.11
H  0.348  -0.936  -2.026  0.10
H  0.264  -1.226  4.227  0.13
H  1.873  -2.297  -2.259  -0.01
H  0.951  -1.711  0.191  0.08
H  2.166  -0.139  -2.534  0.06

=====

(5)
The following is a quantum chemistry calculation of a 3-piece molecular cluster, C6H7NO overall in a non-equilibrium geometry, from the Open Molecules 2025 dataset.

Properties
- calculated total energy (eV) = -9865.1926
- frontier orbital gap (eV) = 9.2
- HOMO (eV) = -9.59

Each line ends with the Löwdin charge.
Atoms and positions in Å:
O  2.146  -1.958  0.068  0.08
N  0.299  -0.584  1.004  0.12
C  2.076  0.472  -0.353  0.02
C  1.019  1.441  -0.077  0.03
C  -0.703  -0.311  -0.086  -0.47
C  -0.193  0.780  0.516  -0.34
C  1.631  -0.844  0.095  -0.36
C  -2.200  -0.802  -0.242  -0.11
H  -2.676  0.353  -0.519  0.11
H  -2.581  -1.463  1.026  0.18
H  -2.294  -1.702  -1.400  0.17
H  3.150  0.897  -0.449  0.14
H  -0.415  1.242  1.569  0.19
H  -0.289  -0.008  -1.142  0.17
H  1.028  2.485  -0.012  0.08

=====

(6)
The following is a quantum chemistry calculation of C5H8OS as an isolated structure in a non-equilibrium geometry, from the Open Molecules 2025 dataset.

Properties
- calculated total energy (eV) = -18194.0783
- frontier orbital gap (eV) = 9.9
- HOMO (eV) = -9.18

Each line ends with the Löwdin charge.
Atoms and positions in Å:
S  1.816  -0.750  1.103  0.66
O  -0.558  0.992  0.638  -0.12
C  -0.968  0.944  -1.666  -0.09
C  0.405  -0.515  -0.179  -0.55
C  0.117  0.987  -0.607  -0.33
C  -0.917  -0.396  0.401  -0.36
C  -1.898  -0.188  -0.776  -0.08
H  -2.920  0.419  -0.534  0.15
H  1.030  1.620  -0.484  0.16
H  -0.587  0.682  -2.729  0.13
H  -1.248  -1.029  1.262  0.16
H  1.545  -2.159  0.872  -0.08
H  -1.984  -1.073  -1.459  0.10
H  -1.619  1.890  -1.683  0.12
H  0.752  -1.270  -1.029  0.13

=====

Q: Among the records above, which one has the highest calculated total energy?
A: CH12O4